Record 1
{"formula": "C27H31LaNO5P", "method": "the ωB97M-V functional and the def2-TZVPD basis", "species": ["La", "P", "O", "O", "O", "O", "O", "N", "C", "C", "C", "C", "C", "C", "C", "C", "C", "C", "C", "C", "C", "C", "C", "C", "C", "C", "C", "C", "C", "C", "C", "C", "C", "C", "C", "H", "H", "H", "H", "H", "H", "H", "H", "H", "H", "H", "H", "H", "H", "H", "H", "H", "H", "H", "H", "H", "H", "H", "H", "H", "H", "H", "H", "H", "H", "H"], "coordinates": [[0.29795, 0.34320, -2.29729], [-0.26114, 2.61732, -0.30507], [0.67327, -4.51413, -1.51139], [0.41158, -1.82131, -3.02560], [4.76243, -3.25546, -1.37816], [5.09301, -0.68443, -2.76978], [2.33955, 0.35013, -3.18340], [-0.38477, -0.70262, 0.02194], [-0.80044, -6.44834, -1.49110], [1.64943, 3.59810, 1.46502], [-1.06486, 2.10946, 2.23037], [-1.85725, 2.25553, 4.62921], [-1.41783, 1.46203, 3.41955], [1.03538, -2.60425, 0.06981], [1.88595, -2.09678, 1.17424], [2.36503, 3.16152, -0.93356], [-1.52019, 4.11518, -2.16337], [-0.51236, 0.05295, 1.11913], [3.83455, -2.62968, -1.87752], [-0.72570, -0.59138, 2.38884], [1.60661, -3.64808, -0.86016], [-1.50289, -4.27292, -0.45435], [-2.73457, -2.05550, -0.74779], [1.23762, 3.74558, 0.00424], [-0.52437, -5.02879, -1.05278], [-1.29914, 0.06697, 3.46821], [-0.56693, 1.49142, 1.11917], [1.76086, -1.98619, -2.78770], [2.68354, -0.91547, -3.02814], [-1.47344, -2.83690, -0.50194], [-3.06873, 3.48246, -0.10526], [4.03001, -1.26234, -2.55577], [2.36476, -2.77831, -1.81830], [-1.62837, 3.81735, -0.60776], [-0.25129, -2.08746, -0.11119], [-2.93276, -1.88483, -1.77404], [-1.95370, 3.30036, -2.74965], [2.02011, 2.71533, -1.87641], [-3.61678, -2.57479, -0.35307], [-2.12737, 4.98963, -2.46722], [2.36916, -4.26209, -0.32625], [2.96214, 4.02150, -1.26463], [-1.72680, -6.76374, -1.00108], [2.53387, 4.20025, 1.66952], [1.90991, 2.58157, 1.71186], [-0.88593, -6.52809, -2.55283], [2.99180, 2.49219, -0.34222], [-1.06783, 2.34227, 5.39823], [2.19388, -1.02657, 1.12192], [-0.47009, 4.17983, -2.40789], [-3.03337, 3.21190, 0.96336], [1.03265, 4.79777, -0.27113], [0.82913, 3.93779, 2.08585], [-1.22307, 3.20326, 2.15913], [-0.63349, -1.68225, 2.38517], [-1.67772, -0.54058, 4.28209], [-2.29669, -4.82995, -0.01426], [-3.73183, 4.34756, -0.30090], [1.40857, -2.23375, 2.17762], [-2.16825, 3.24457, 4.30033], [-3.46101, 2.65107, -0.74580], [2.82821, -2.67644, 1.15867], [-1.21700, 4.71563, -0.13182], [0.05302, -7.06575, -1.16237], [-2.65696, -1.03873, -0.33430], [-2.68904, 1.72616, 5.11976]], "forces_ev_per_angstrom": [[-0.839, -0.621, 0.998], [-0.037, -1.207, -0.125], [-0.379, -0.673, -0.792], [2.478, -0.560, -0.019], [-1.642, 0.248, -0.531], [-1.609, -0.603, 0.730], [-0.331, 0.477, -1.119], [0.885, 2.474, -2.120], [1.059, 0.339, 1.752], [0.167, 0.993, -0.343], [-0.580, 0.866, 2.035], [-0.134, -0.630, 0.048], [-0.044, 0.539, 0.075], [-1.131, -0.679, -0.041], [1.253, 0.178, 0.570], [-0.225, 1.542, 0.375], [-1.226, -0.254, 1.115], [-0.092, -0.600, 0.882], [1.002, 0.297, 1.365], [-0.812, -0.001, -0.297], [0.150, -0.556, 1.042], [1.984, -0.400, -1.465], [0.166, 0.085, 1.459], [0.167, -1.695, -0.644], [-0.301, 1.165, 0.495], [0.816, -0.081, -1.181], [-0.084, -0.038, -1.202], [-1.836, 1.895, 0.539], [0.959, 0.637, 0.369], [2.309, 1.741, 1.545], [0.779, -0.090, -1.066], [1.221, -0.007, -1.767], [-0.366, -2.676, -0.159], [-0.291, 0.616, -0.604], [-2.002, -1.483, -0.513], [-0.092, -0.182, -1.504], [0.073, -0.304, 0.125], [0.039, -0.094, 0.384], [0.155, 0.149, 0.044], [0.685, -0.102, 0.276], [-0.549, 0.126, -0.233], [0.297, -0.345, 0.155], [0.213, -0.144, -0.226], [0.038, 0.187, 0.046], [-0.165, -0.419, 0.063], [-0.092, 0.078, -0.748], [0.003, -0.191, -0.407], [-0.188, 0.081, -0.444], [-0.355, -0.498, -0.115], [0.223, 0.495, -0.393], [-0.374, 0.050, -0.621], [-0.208, -0.590, 0.163], [0.119, -0.012, 0.423], [0.193, -0.608, 0.399], [-0.180, 0.395, 0.055], [0.234, 0.266, 0.300], [-0.966, -0.051, -0.159], [0.346, -0.369, 0.332], [0.389, 0.060, -0.828], [-0.111, 0.129, 0.302], [0.218, 0.409, 0.832], [-0.295, 0.306, 0.236], [-0.569, 0.107, 0.174], [-0.438, -0.108, -0.207], [-0.143, -0.455, 0.272], [0.064, 0.396, -0.100]], "e_homo_ev": [-6.8, -6.4], "orbital_gap_ev": [5.5, 5.1], "max_force_ev_per_a": 3.38, "total_charge": 0, "e_tot_ev": -50373.3234}



Record 2
{"formula": "C4H12N3", "method": "the ωB97M-V functional and the def2-TZVPD basis", "species": ["N", "N", "N", "C", "C", "C", "C", "H", "H", "H", "H", "H", "H", "H", "H", "H", "H", "H", "H"], "coordinates": [[-1.70937, -0.86033, -0.77647], [-0.29492, 0.11861, 1.61683], [0.53720, 2.54906, 0.58787], [0.83914, 1.34237, -0.11253], [-0.44685, -1.42727, -1.22459], [0.49997, 0.15126, 0.34917], [0.80055, -1.14997, -0.30902], [1.25387, 2.69851, 1.29772], [-0.04516, -1.12626, -2.19317], [0.34157, -0.39374, 2.23462], [-1.11758, -0.45575, 1.37958], [-2.03791, -0.08922, -1.33746], [1.74420, -1.16260, -0.85788], [0.84937, -1.94856, 0.45714], [-0.53821, -2.52117, -1.40862], [1.50891, 1.48555, -0.94466], [-0.45824, 1.03712, 2.03017], [0.62438, 3.39173, 0.03322], [-2.35094, -1.63934, -0.82192]], "forces_ev_per_angstrom": [[0.544, -0.746, 0.474], [1.472, -1.305, -0.777], [0.266, -0.113, 0.712], [0.521, 1.147, 0.535], [1.853, -1.323, -1.170], [0.696, 1.258, -0.220], [-1.681, -0.727, 1.065], [-0.183, -0.107, 0.159], [-0.833, 0.674, -0.301], [-0.578, -0.097, 0.435], [-0.399, 0.381, 0.224], [-0.053, -0.059, -0.116], [-0.247, 0.213, 0.067], [0.199, 0.312, -0.215], [-0.103, 0.581, 0.558], [-0.158, -0.580, -0.553], [-0.420, 0.249, -0.463], [-0.301, -0.230, -0.424], [-0.592, 0.472, 0.008]], "e_homo_ev": -13.5, "orbital_gap_ev": 10.4, "relative_energy_kj_mol": 185.95, "max_force_ev_per_a": 2.56, "total_charge": 1, "e_tot_ev": -8805.8070}



Record 3
{"formula": "CHN3O3S", "method": "the ωB97M-V functional and the def2-TZVPD basis", "species": ["S", "O", "O", "O", "N", "N", "N", "C", "H"], "coordinates": [[-0.39768, -0.17499, -0.14435], [-0.96683, -0.35428, -3.77018], [-0.70555, 0.44630, -1.56166], [-1.51227, 1.65331, -3.30977], [-1.13367, 0.58869, -3.12094], [-2.18167, -2.33303, -1.03826], [1.03909, -0.62234, -0.36683], [-1.58528, -1.52528, -0.47152], [1.56823, -0.05006, 0.25019]], "forces_ev_per_angstrom": [[-0.048, -0.660, -0.420], [0.410, -1.129, 0.003], [-0.962, 2.632, -1.430], [-0.394, 1.865, 0.304], [-0.115, -1.537, 0.319], [-0.127, 0.167, 0.507], [-0.537, -1.324, 0.264], [0.921, -0.394, -0.477], [0.852, 0.379, 0.930]], "e_homo_ev": -10.6, "orbital_gap_ev": 9.2, "relative_energy_kj_mol": 840.29, "max_force_ev_per_a": 3.15, "total_charge": 0, "e_tot_ev": -22492.8260}



Record 4
{"formula": "C29H38N5O7P2", "method": "the ωB97M-V functional and the def2-TZVPD basis", "species": ["P", "P", "O", "O", "O", "O", "O", "O", "O", "N", "N", "N", "N", "N", "C", "C", "C", "C", "C", "C", "C", "C", "C", "C", "C", "C", "C", "C", "C", "C", "C", "C", "C", "C", "C", "C", "C", "C", "C", "C", "C", "C", "C", "H", "H", "H", "H", "H", "H", "H", "H", "H", "H", "H", "H", "H", "H", "H", "H", "H", "H", "H", "H", "H", "H", "H", "H", "H", "H", "H", "H", "H", "H", "H", "H", "H", "H", "H", "H", "H", "H"], "coordinates": [[-3.09575, -1.03548, -3.09997], [0.30470, -1.14183, -2.92836], [-3.54513, 2.81481, -3.72980], [-2.56458, -1.15983, -4.55239], [-0.15858, -2.61052, -0.03288], [-2.37112, -2.13097, 0.16115], [-1.27199, 2.66611, -3.29794], [-3.44460, -2.59769, -2.56035], [-4.62908, -0.24303, -3.26208], [-2.13444, -0.05395, -2.04288], [0.57818, 0.32397, 2.52120], [4.62895, -1.99706, 3.34372], [-5.98998, 0.03445, -7.55118], [5.52521, 3.05179, 7.59722], [-5.18724, 0.66334, -6.67639], [3.38341, -1.70447, 3.75842], [5.92037, 1.53280, 5.28990], [-6.57789, 2.59470, -6.60576], [6.75711, 2.77453, 7.13871], [-0.89651, -0.69736, -1.50992], [3.97475, -1.90039, 6.05530], [1.96200, -0.28830, -2.49908], [-1.13564, -1.86825, -0.44523], [5.54296, -2.24066, 4.29877], [-7.08782, 0.69713, -7.94821], [-0.16507, -0.69235, 5.01289], [0.10240, 0.66102, 4.85845], [0.31507, -0.98334, 2.69911], [0.46598, 1.11629, 3.60095], [1.96098, 1.28982, -2.87105], [4.49320, 2.56176, 6.89046], [-0.63051, -3.88296, -3.50435], [5.26712, -2.20684, 5.65601], [-0.05898, -1.53468, 3.91462], [-2.91420, 0.68839, -1.01426], [7.00570, 2.02730, 5.99816], [-2.76766, 2.28983, -1.29334], [-5.43665, 1.93277, -6.17646], [3.00994, -1.64251, 5.09188], [-2.44504, 2.60568, -2.83773], [-7.42314, 1.96833, -7.51057], [4.63770, 1.80187, 5.74128], [0.62641, -2.99330, -3.06051], [2.84984, -0.85077, -2.97635], [-1.31364, -4.16125, -2.61386], [0.41479, -1.60127, 1.81110], [-1.81936, 2.61584, -0.72000], [1.17040, 1.86357, -2.25642], [6.04308, -2.41429, 6.38274], [6.07291, 0.94258, 4.39267], [-3.67573, 2.84860, -0.89039], [6.53975, -2.47233, 3.93653], [2.66597, -1.51476, 2.96831], [3.72068, -1.86294, 7.10937], [-3.72140, -3.18558, -3.30348], [1.76500, 1.47397, -3.97932], [-0.34400, 0.13739, -0.92082], [8.02097, 1.83681, 5.67278], [1.42774, -3.12915, -3.88827], [-1.20753, -3.44878, -4.38953], [-2.39865, 0.52095, 0.00812], [-3.28981, 3.56712, -4.32382], [0.02947, 1.34584, 5.69477], [-7.71901, 0.16474, -8.65300], [1.99287, -1.40025, 5.36976], [-4.75539, 2.39129, -5.47007], [-4.43474, 0.43611, -3.95687], [1.10543, -3.46802, -2.11879], [7.57220, 3.18076, 7.72918], [3.50948, 2.80223, 7.28130], [-0.19976, -4.89625, -3.86646], [-0.26174, -2.59484, 4.00059], [-3.99155, 0.34990, -0.87456], [0.68179, 2.16643, 3.42807], [-6.80686, 3.58951, -6.23847], [-0.45430, -1.08768, 5.98135], [2.14532, -0.33212, -1.35476], [-8.32212, 2.45606, -7.86713], [-4.30562, 0.10565, -6.37329], [3.76909, 1.43024, 5.21139], [2.99384, 1.70375, -2.55986]], "forces_ev_per_angstrom": [[-0.585, -1.115, -4.245], [0.216, 0.475, -1.207], [1.246, 0.800, 1.415], [-1.051, 0.501, 3.662], [-1.176, 2.802, -2.128], [4.467, 2.663, -3.568], [-4.727, 0.113, 2.033], [0.000, 2.338, -0.366], [2.717, -0.466, 0.485], [-1.957, -1.991, 0.027], [-0.174, -0.100, 0.767], [-0.048, 0.066, 0.755], [-0.230, 0.650, 0.178], [0.134, -0.353, -0.517], [-0.100, -0.478, -0.352], [0.543, -0.119, -0.450], [0.064, -0.101, -0.166], [-0.003, 0.043, 0.031], [-0.507, 0.175, 0.289], [1.156, -0.194, 1.495], [-0.047, 0.011, 0.046], [0.475, 0.354, 1.542], [-2.881, -3.871, 4.660], [-0.383, 0.101, -0.521], [0.464, -0.384, 0.121], [-0.277, -0.070, -0.082], [-0.018, -0.063, 0.015], [0.077, 0.390, -0.533], [0.083, -0.272, -0.544], [0.240, -0.408, 0.448], [0.394, 0.259, 0.383], [0.394, -0.992, 0.106], [-0.055, 0.010, 0.040], [-0.192, 0.275, 0.307], [0.464, 0.843, 1.525], [-0.137, -0.014, 0.005], [0.494, -0.341, -0.458], [-0.175, 0.147, -0.127], [0.257, -0.067, 0.278], [3.179, 0.102, -1.120], [0.063, 0.060, 0.078], [0.028, -0.003, -0.042], [0.899, -1.438, 0.474], [-1.526, 0.892, 0.490], [1.028, 0.858, -1.468], [-0.151, -0.112, -0.041], [-1.554, -0.306, -1.119], [1.137, -1.016, -1.054], [-0.009, 0.012, -0.051], [-0.047, 0.019, 0.056], [1.204, -0.668, -0.775], [-0.001, -0.013, 0.059], [0.073, -0.022, 0.083], [0.020, 0.009, -0.053], [0.460, 1.065, 0.424], [0.272, -0.261, 1.511], [-0.828, -1.296, -0.914], [-0.041, 0.020, 0.034], [-1.265, 0.626, 1.156], [0.704, -0.334, 1.423], [-1.014, 0.049, -1.672], [0.112, -1.198, 0.532], [0.003, 0.000, -0.046], [-0.024, 0.064, 0.011], [0.272, -0.062, -0.084], [-0.138, -0.182, -0.137], [-0.269, -0.723, 0.697], [-0.970, 0.881, -1.325], [0.016, -0.026, -0.051], [0.008, -0.041, -0.057], [-0.620, 1.531, 0.529], [0.008, 0.054, -0.103], [1.511, 0.510, -0.548], [-0.015, 0.000, 0.070], [0.006, -0.056, -0.016], [0.001, 0.026, -0.031], [-0.201, -0.104, -1.720], [0.028, -0.046, 0.003], [0.023, 0.026, 0.061], [0.032, 0.003, 0.029], [-1.580, -0.519, -0.644]], "e_homo_ev": -4.5, "orbital_gap_ev": 6.7, "max_force_ev_per_a": 6.71, "total_charge": -1, "e_tot_ev": -71050.4502}



Record 5
{"formula": "C2HF3O", "method": "the ωB97M-V functional and the def2-TZVPD basis", "species": ["F", "F", "F", "O", "C", "C", "H"], "coordinates": [[1.00635, -1.06462, 0.98229], [-0.98782, 1.65258, -0.05181], [0.87665, -0.89417, -1.14436], [-1.96419, -0.36640, -0.02065], [0.75092, -0.23271, 0.01439], [-0.99523, 0.30192, 0.06558], [1.31331, 0.60340, 0.15455]], "forces_ev_per_angstrom": [[-0.226, -0.703, 0.815], [0.068, 0.221, -0.710], [0.622, 0.310, 0.013], [-4.867, -4.228, -1.513], [-4.345, -2.515, -1.598], [7.498, 4.001, 3.227], [1.250, 2.915, -0.234]], "e_homo_ev": [-6.3, -12.9], "orbital_gap_ev": [7.2, 8.8], "multiplicity": 3, "relative_energy_kj_mol": 182.52, "max_force_ev_per_a": 9.09, "total_charge": 0, "s_squared": 2.0092, "e_tot_ev": -12284.0334}



Record 6
{"formula": "C6H6InO3", "method": "the ωB97M-V functional and the def2-TZVPD basis", "species": ["In", "O", "O", "O", "C", "C", "C", "C", "C", "C", "H", "H", "H", "H", "H", "H"], "coordinates": [[-1.48280, -2.39748, -1.30796], [2.35391, 1.08388, 0.78514], [-2.33342, -1.17547, -0.46266], [1.07905, -2.06238, -1.56182], [-2.15886, -0.00312, 0.26379], [1.22154, 1.51899, 1.34627], [2.09077, -1.38621, -1.30948], [2.79090, -0.62117, -0.60259], [0.00348, 1.63293, 0.81386], [-0.69221, 0.42146, 0.23654], [-0.02247, 2.44491, 0.07204], [-0.50063, 0.55003, -0.84808], [2.98406, -0.28759, 0.67574], [-2.42511, -0.13971, 1.33077], [-2.73863, 0.85007, -0.14243], [-0.16956, -0.42912, 0.71089]], "forces_ev_per_angstrom": [[5.073, -6.328, -4.508], [-5.468, 3.820, 5.374], [-4.545, 6.089, 4.120], [1.657, 0.951, -1.070], [-0.065, 2.328, 1.730], [4.272, -2.891, -5.740], [-3.769, -1.637, 1.543], [1.969, 0.244, 3.026], [-0.034, 0.543, -0.790], [0.774, -1.184, 0.453], [-0.323, 0.768, 1.275], [0.542, -0.338, 0.344], [0.258, -1.249, -4.356], [-0.287, -0.194, -0.650], [-0.179, -0.817, 0.010], [0.126, -0.103, -0.761]], "e_homo_ev": [-13.0, -12.9], "orbital_gap_ev": [5.4, 6.9], "max_force_ev_per_a": 9.28, "total_charge": 1, "e_tot_ev": -17616.1645}